{"formula": "C25H35N2O10PReSi", "method": "ωB97M-V/def2-TZVPD", "de_lowest_kcal_mol": 22.2, "multiplicity": 4, "molar_mass_g_mol": 768.83, "gap_ha": [0.251, 0.234], "e_tot_ev": -69226.1136, "total_charge": 2, "lumo_energy_ev": [-6.2, -6.7], "fmax_ha_per_bohr": 0.117, "species": ["Re", "C", "O", "C", "C", "O", "C", "C", "O", "C", "H", "H", "H", "H", "H", "H", "H", "H", "H", "H", "H", "H", "H", "H", "O", "C", "C", "O", "C", "C", "O", "C", "O", "O", "N", "C", "P", "O", "O", "C", "N", "H", "H", "H", "H", "H", "H", "H", "H", "H", "H", "C", "C", "C", "C", "C", "C", "Si", "C", "C", "C", "C", "C", "C", "H", "H", "H", "H", "H", "H", "H", "H", "H", "H", "H"], "xyz": [[10.90, 8.68, 10.80], [8.24, 7.01, 10.35], [9.62, 6.93, 10.18], [10.26, 6.19, 9.10], [11.66, 5.85, 9.58], [12.27, 7.09, 9.92], [13.70, 7.20, 9.98], [14.32, 8.22, 8.92], [15.52, 7.55, 8.40], [16.25, 8.13, 7.28], [7.79, 7.58, 9.57], [7.72, 6.01, 10.39], [8.00, 7.52, 11.28], [9.61, 5.31, 8.86], [10.26, 6.83, 8.23], [11.61, 5.13, 10.41], [12.24, 5.40, 8.75], [14.01, 7.49, 11.01], [14.12, 6.26, 9.67], [13.65, 8.45, 8.05], [14.57, 9.13, 9.48], [17.13, 7.43, 7.24], [15.71, 8.05, 6.36], [16.64, 9.16, 7.59], [13.51, 12.67, 14.26], [12.86, 12.12, 13.40], [11.52, 11.50, 13.64], [10.90, 11.45, 14.72], [11.24, 10.77, 12.42], [12.40, 10.71, 11.69], [12.47, 9.83, 10.67], [13.33, 11.67, 11.99], [14.30, 11.97, 11.28], [10.13, 10.06, 12.02], [9.53, 9.26, 14.77], [10.00, 7.91, 15.11], [11.49, 7.57, 14.12], [12.75, 8.31, 14.53], [11.05, 7.70, 12.62], [11.85, 5.83, 14.36], [13.36, 5.74, 14.47], [10.26, 10.04, 14.96], [8.65, 9.46, 15.23], [9.47, 9.35, 13.74], [9.16, 7.21, 14.98], [10.32, 7.95, 16.20], [11.55, 5.16, 13.50], [11.43, 5.34, 15.28], [13.68, 5.25, 15.35], [13.75, 6.72, 14.51], [13.88, 5.29, 13.68], [12.71, 13.58, 7.46], [12.55, 12.48, 6.61], [11.79, 11.38, 6.98], [11.11, 11.41, 8.22], [11.25, 12.52, 9.01], [12.15, 13.60, 8.71], [9.97, 10.09, 8.94], [8.26, 10.69, 9.24], [7.84, 11.29, 10.45], [6.56, 11.68, 10.70], [5.60, 11.56, 9.66], [5.97, 10.96, 8.45], [7.27, 10.49, 8.21], [13.11, 14.54, 7.01], [13.04, 12.42, 5.64], [11.69, 10.47, 6.38], [10.77, 12.54, 10.01], [12.45, 14.26, 9.52], [10.12, 9.11, 7.76], [8.54, 11.21, 11.28], [6.38, 12.28, 11.61], [4.64, 11.99, 9.78], [5.24, 10.88, 7.71], [7.46, 9.99, 7.26]], "mulliken_charge": [1.1558, -0.8531, -0.3038, -0.7679, -0.3514, -0.0015, -0.7020, -0.1937, -0.4117, -0.6962, 0.2933, 0.3854, 0.2560, 0.5299, 0.2098, 0.2094, 0.5451, 0.0284, 0.7373, 0.1686, 0.3216, 0.2559, 0.3037, 0.2766, -0.4569, 0.1770, 0.2123, -0.7992, 1.0226, 0.6809, -0.2288, -0.0659, -0.5584, -0.5021, 0.0669, -0.7596, 1.1049, -0.9750, -0.6746, -0.8585, -0.2778, 0.3562, 0.4129, -0.2152, 0.4085, 0.4110, 0.3136, 0.4454, 0.3997, 0.3460, 0.3580, -0.5459, -0.5448, -0.2568, 0.3501, -0.1993, -0.7812, 0.8352, 0.7488, 0.1693, -0.8249, -0.5402, -0.7080, -0.6359, 0.3236, 0.3923, 0.3711, 0.3738, 0.4433, -0.4862, 0.1071, 0.3694, 0.4519, 0.4927, 0.3552]}


{"formula": "C25H35N3O4PRhS", "method": "ωB97M-V/def2-TZVPD", "molar_mass_g_mol": 607.52, "gap_ha": [0.207, 0.210], "e_tot_ev": -62285.4363, "lumo_energy_ev": [-1.5, -1.4], "fmax_ha_per_bohr": 0.068, "species": ["Rh", "C", "C", "C", "P", "C", "C", "C", "C", "C", "C", "C", "C", "C", "C", "N", "C", "C", "C", "C", "C", "C", "C", "C", "C", "H", "H", "H", "H", "H", "H", "H", "H", "H", "H", "H", "H", "H", "H", "H", "H", "H", "H", "H", "H", "H", "H", "H", "H", "H", "H", "H", "H", "H", "H", "H", "N", "C", "C", "N", "C", "H", "H", "H", "H", "O", "S", "O", "O", "O"], "xyz": [[0.93, 1.06, -0.78], [0.72, 1.39, 4.47], [0.33, 1.73, 3.03], [-1.18, 1.90, 2.93], [0.91, 0.55, 1.66], [2.40, -0.30, 2.40], [2.78, -1.50, 1.54], [3.55, 0.71, 2.45], [-0.36, -0.77, 1.66], [-0.85, -1.38, 2.79], [-1.85, -2.36, 2.73], [-2.44, -2.94, 3.98], [-2.30, -2.76, 1.48], [-1.82, -2.18, 0.33], [-0.85, -1.15, 0.38], [-0.46, -0.49, -0.72], [-0.62, -0.98, -2.00], [0.06, -2.15, -2.41], [1.07, -2.78, -1.50], [-0.15, -2.64, -3.69], [-1.02, -2.02, -4.58], [-1.23, -2.59, -5.95], [-1.66, -0.86, -4.18], [-1.48, -0.33, -2.91], [-2.17, 0.94, -2.49], [0.34, 2.16, 5.13], [1.80, 1.35, 4.59], [0.30, 0.44, 4.79], [0.81, 2.67, 2.76], [-1.70, 1.06, 3.40], [-1.49, 1.92, 1.88], [-1.50, 2.81, 3.43], [2.14, -0.65, 3.41], [2.99, -1.17, 0.53], [1.99, -2.24, 1.53], [3.68, -1.97, 1.93], [3.72, 1.10, 1.45], [4.46, 0.24, 2.81], [3.31, 1.54, 3.11], [-0.47, -1.10, 3.76], [-1.92, -2.59, 4.87], [-2.41, -4.02, 3.95], [-3.49, -2.64, 4.07], [-3.05, -3.54, 1.40], [-2.18, -2.49, -0.64], [1.90, -2.08, -1.38], [1.45, -3.71, -1.91], [0.65, -2.98, -0.52], [0.38, -3.53, -4.01], [-1.21, -3.68, -5.92], [-0.43, -2.27, -6.62], [-2.17, -2.26, -6.37], [-2.32, -0.35, -4.87], [-2.82, 1.30, -3.27], [-1.41, 1.69, -2.28], [-2.75, 0.77, -1.58], [-1.46, 4.94, -1.00], [-0.69, 4.98, -2.12], [0.16, 3.91, -2.04], [-0.09, 3.22, -0.89], [-1.06, 3.86, -0.28], [-2.20, 5.58, -0.76], [-0.81, 5.73, -2.87], [0.93, 3.58, -2.71], [-1.47, 3.61, 0.67], [2.91, -0.07, -1.28], [3.23, 1.35, -1.63], [2.97, 2.13, -0.37], [2.12, 1.76, -2.57], [4.54, 1.53, -2.16]], "mulliken_charge": [-0.2358, -1.3854, 0.7454, -1.5487, 2.2193, 0.1705, -1.3798, -1.3939, -0.6518, -0.1400, 0.4835, -1.8419, -1.0268, -0.2210, -0.6375, -0.1088, -0.5818, 1.8105, -0.9537, -1.1989, 0.7202, -1.5837, -1.1406, 1.2985, -1.1204, 0.4801, 0.3530, 0.1734, 0.5387, 0.3237, 0.2005, 0.4827, 0.7505, 0.1124, 0.2502, 0.5918, 0.1848, 0.4499, 0.3177, 0.1546, 0.3301, 0.3991, 0.3386, 0.4091, 0.5535, 0.0770, 0.4861, 0.1875, 0.4273, 0.3889, 0.2929, 0.3874, 0.4015, 0.4515, 0.0689, 0.2875, -0.0435, -0.6447, -0.6952, 0.3618, -0.4697, 0.1999, 0.4251, 0.5883, 0.3622, -0.5162, 1.0719, -0.6252, -0.4775, -0.6853]}


{"formula": "C25H35N4O2", "method": "ωB97M-V/def2-TZVPD", "de_lowest_kcal_mol": 2.5, "molar_mass_g_mol": 423.58, "gap_ha": 0.302, "e_tot_ev": -36543.0002, "total_charge": 1, "lumo_energy_ev": -1.9, "fmax_ha_per_bohr": 0.016, "smiles": "COc1ccccc1[NH+]1CCN(CC(=O)Nc2ccc(CN3CCCCC3)cc2)CC1", "species": ["C", "O", "C", "C", "C", "C", "C", "C", "N", "C", "C", "N", "C", "C", "O", "N", "C", "C", "C", "C", "C", "N", "C", "C", "C", "C", "C", "C", "C", "C", "C", "H", "H", "H", "H", "H", "H", "H", "H", "H", "H", "H", "H", "H", "H", "H", "H", "H", "H", "H", "H", "H", "H", "H", "H", "H", "H", "H", "H", "H", "H", "H", "H", "H", "H", "H"], "xyz": [[4.62, -1.23, -2.96], [3.28, -1.25, -3.41], [2.93, -2.11, -4.39], [3.80, -2.91, -5.12], [3.32, -3.71, -6.14], [1.97, -3.72, -6.47], [1.09, -2.93, -5.74], [1.56, -2.15, -4.70], [0.66, -1.31, -3.91], [0.27, -0.08, -4.64], [-0.28, 0.94, -3.64], [-1.11, 0.31, -2.62], [-0.77, 0.54, -1.25], [0.53, -0.09, -0.73], [1.36, -0.63, -1.47], [0.73, -0.03, 0.58], [-0.11, 0.54, 1.58], [-0.35, 1.91, 1.61], [-1.15, 2.44, 2.61], [-1.72, 1.62, 3.58], [-2.60, 2.19, 4.66], [-2.40, 1.48, 5.90], [-1.13, 1.78, 6.54], [-1.10, 3.14, 7.24], [-2.25, 3.24, 8.25], [-3.57, 2.95, 7.55], [-3.50, 1.59, 6.85], [-1.46, 0.26, 3.54], [-0.66, -0.28, 2.55], [-1.62, -0.98, -3.01], [-0.52, -2.01, -3.37], [4.63, -0.53, -2.13], [4.94, -2.22, -2.61], [5.30, -0.89, -3.74], [4.85, -2.91, -4.90], [4.01, -4.32, -6.70], [1.61, -4.33, -7.28], [0.05, -2.93, -6.00], [1.19, -0.98, -3.03], [-0.46, -0.35, -5.40], [1.15, 0.32, -5.14], [-0.88, 1.68, -4.19], [0.55, 1.46, -3.16], [-1.59, 0.18, -0.62], [-0.71, 1.62, -1.10], [1.56, -0.51, 0.92], [0.11, 2.56, 0.88], [-1.33, 3.50, 2.63], [-3.65, 2.04, 4.35], [-2.44, 3.27, 4.73], [-0.34, 1.72, 5.79], [-0.95, 0.99, 7.29], [-0.14, 3.26, 7.75], [-1.19, 3.94, 6.50], [-2.27, 4.23, 8.70], [-2.09, 2.51, 9.04], [-4.39, 2.94, 8.27], [-3.78, 3.73, 6.81], [-4.43, 1.37, 6.33], [-3.34, 0.81, 7.61], [-1.89, -0.37, 4.31], [-0.46, -1.35, 2.53], [-2.27, -0.82, -3.88], [-2.24, -1.38, -2.21], [-0.91, -2.72, -4.09], [-0.20, -2.56, -2.48]], "mulliken_charge": [-0.9949, -0.3528, 1.0109, -0.5474, -0.6334, -1.1870, -0.3126, -0.1632, 0.9474, -0.6072, -0.8635, 0.1266, -1.2750, 0.7514, -0.7678, -0.0707, -0.1443, -0.0606, -0.9338, 0.4348, -0.8351, 0.1191, -0.8967, -0.5001, -0.7002, -0.5229, -0.9625, -0.6050, -0.6170, -1.0192, -0.5584, 0.2590, 0.4149, 0.3659, 0.4573, 0.4133, 0.4046, 0.3842, 0.3699, 0.4234, 0.3829, 0.3463, 0.4114, 0.4337, 0.5139, 0.3353, 0.5616, 0.4018, 0.4709, 0.2476, 0.3870, 0.3677, 0.3524, 0.2671, 0.3487, 0.3093, 0.3838, 0.2751, 0.4384, 0.3962, 0.4299, 0.4813, 0.4235, 0.4399, 0.4999, 0.3431]}